1.
The following is a quantum chemistry calculation of a 3-piece molecular cluster, C36H42FN8O7 overall at a distorted geometry, from OMol25.

Values from the calculation:
Electronic energy ... -2460.0983 Ha
Frontier orbital gap ... 0.194 Eh
Largest force on an atom ... 9.88 eV/Å

```
! RIJCOSX wB97M-V def2-TZVPD def2/J DEFGRID3
* xyz 1 1
F -2.858 -2.072 -0.788
O -0.392 2.766 7.742
O 5.629 -7.264 -2.716
O -1.657 -1.903 -2.894
O 7.217 -6.295 -1.554
O -1.834 0.504 3.925
O -1.587 1.502 6.406
O 0.855 -0.784 -1.599
N -0.868 3.522 -2.883
N -0.814 1.585 -6.839
N 1.046 1.090 3.039
N 6.072 -6.333 -2.028
N -1.424 0.012 -1.229
N -1.352 2.018 7.508
N 0.169 1.829 -4.495
N 0.625 1.614 -1.978
C 4.784 -3.056 -0.714
C 0.477 -0.889 -5.174
C 3.154 -1.828 -5.617
C -2.343 3.195 -2.848
C -3.366 0.872 8.397
C 0.407 1.164 1.671
C 5.179 -5.202 -1.750
C 0.009 0.283 -1.620
C -2.316 1.389 -6.954
C 3.471 -3.077 -1.186
C -2.968 2.061 10.901
C -0.018 2.270 -3.178
C -3.134 4.645 -3.113
C -3.826 4.941 -4.401
C -4.254 0.617 9.443
C -2.347 -3.687 3.633
C 3.011 -4.154 -1.946
C -1.445 -0.909 3.777
C -4.057 1.214 10.689
C -2.071 2.321 9.864
C 0.442 -2.973 3.416
C 0.121 -1.351 3.560
C 1.512 -2.138 -5.578
C 2.678 0.890 -4.874
C 3.864 -5.221 -2.234
C -2.645 -2.058 3.816
C 3.763 -0.319 -5.270
C -0.758 -4.135 3.457
C 0.505 2.511 -0.742
C 1.370 1.930 0.556
C 1.394 -0.322 3.455
C -1.923 -1.335 -1.716
C -2.278 1.728 8.610
C 5.645 -4.119 -0.993
C -0.447 2.524 -5.711
C 1.052 0.610 -4.833
H -4.995 4.880 -4.437
H 1.987 -4.162 -2.312
H -0.578 1.828 1.794
H 5.136 -2.211 -0.125
H -2.792 0.984 -5.942
H 1.933 1.648 3.068
H -0.678 -1.118 -5.183
H 2.220 1.208 0.199
H -2.667 2.428 -3.676
H -0.653 4.287 -3.559
H 2.019 -0.329 4.472
H 1.093 -3.213 -5.838
H -0.481 -5.290 3.344
H -1.228 2.983 10.045
H -2.764 2.435 -7.282
H -2.660 2.819 -1.760
H 2.801 -2.249 -0.960
H -2.550 0.598 -7.794
H -0.592 2.646 -0.360
H 1.852 2.864 1.084
H -1.359 3.212 -5.457
H 0.418 3.227 -6.136
H 4.928 -0.114 -5.334
H 1.554 -3.330 3.282
H 0.115 0.133 1.199
H 3.490 -6.053 -2.827
H 3.908 -2.693 -5.934
H 1.015 3.555 -1.012
H -3.535 0.401 7.430
H 3.149 1.939 -4.639
H -3.784 -1.772 3.959
H -3.059 5.431 -2.219
H -0.395 1.933 -7.745
H -5.104 -0.045 9.286
H -3.215 -4.505 3.640
H -2.820 2.521 11.876
H -1.952 0.763 4.893
H -3.189 5.275 -5.353
H -2.098 0.707 -1.616
H 2.157 -0.734 2.637
H -4.757 1.018 11.500
H 6.665 -4.089 -0.615
*
```

***

2.
The following is a quantum chemistry calculation of one molecule with the formula C3H4N2O at a distorted geometry, from OMol25.

Values from the calculation:
Electronic energy ... -301.4018 Ha
Frontier orbital gap ... 0.362 Eh
Largest force on an atom ... 3.43 eV/Å
Energy above the lowest of the compared OMol25 structures with the same formula, charge and spin ... 53.6 kcal per mole

```
! RIJCOSX wB97M-V def2-TZVPD def2/J DEFGRID3
* xyz 0 1
O -1.218 -1.450 1.422
N 0.556 -0.926 0.130
N -1.029 0.659 0.384
C 0.386 1.171 -0.581
C 1.152 0.067 -0.656
C -0.677 -0.592 0.743
H 2.103 -0.267 -1.134
H -1.952 0.912 0.841
H 0.308 2.218 -0.804
H 0.371 -1.791 -0.346
*
```

***

Repeat the first record exactly.
The following is a quantum chemistry calculation of a 3-piece molecular cluster, C36H42FN8O7 overall at a distorted geometry, from OMol25.

Values from the calculation:
Electronic energy ... -2460.0983 Ha
Frontier orbital gap ... 0.194 Eh
Largest force on an atom ... 9.88 eV/Å

```
! RIJCOSX wB97M-V def2-TZVPD def2/J DEFGRID3
* xyz 1 1
F -2.858 -2.072 -0.788
O -0.392 2.766 7.742
O 5.629 -7.264 -2.716
O -1.657 -1.903 -2.894
O 7.217 -6.295 -1.554
O -1.834 0.504 3.925
O -1.587 1.502 6.406
O 0.855 -0.784 -1.599
N -0.868 3.522 -2.883
N -0.814 1.585 -6.839
N 1.046 1.090 3.039
N 6.072 -6.333 -2.028
N -1.424 0.012 -1.229
N -1.352 2.018 7.508
N 0.169 1.829 -4.495
N 0.625 1.614 -1.978
C 4.784 -3.056 -0.714
C 0.477 -0.889 -5.174
C 3.154 -1.828 -5.617
C -2.343 3.195 -2.848
C -3.366 0.872 8.397
C 0.407 1.164 1.671
C 5.179 -5.202 -1.750
C 0.009 0.283 -1.620
C -2.316 1.389 -6.954
C 3.471 -3.077 -1.186
C -2.968 2.061 10.901
C -0.018 2.270 -3.178
C -3.134 4.645 -3.113
C -3.826 4.941 -4.401
C -4.254 0.617 9.443
C -2.347 -3.687 3.633
C 3.011 -4.154 -1.946
C -1.445 -0.909 3.777
C -4.057 1.214 10.689
C -2.071 2.321 9.864
C 0.442 -2.973 3.416
C 0.121 -1.351 3.560
C 1.512 -2.138 -5.578
C 2.678 0.890 -4.874
C 3.864 -5.221 -2.234
C -2.645 -2.058 3.816
C 3.763 -0.319 -5.270
C -0.758 -4.135 3.457
C 0.505 2.511 -0.742
C 1.370 1.930 0.556
C 1.394 -0.322 3.455
C -1.923 -1.335 -1.716
C -2.278 1.728 8.610
C 5.645 -4.119 -0.993
C -0.447 2.524 -5.711
C 1.052 0.610 -4.833
H -4.995 4.880 -4.437
H 1.987 -4.162 -2.312
H -0.578 1.828 1.794
H 5.136 -2.211 -0.125
H -2.792 0.984 -5.942
H 1.933 1.648 3.068
H -0.678 -1.118 -5.183
H 2.220 1.208 0.199
H -2.667 2.428 -3.676
H -0.653 4.287 -3.559
H 2.019 -0.329 4.472
H 1.093 -3.213 -5.838
H -0.481 -5.290 3.344
H -1.228 2.983 10.045
H -2.764 2.435 -7.282
H -2.660 2.819 -1.760
H 2.801 -2.249 -0.960
H -2.550 0.598 -7.794
H -0.592 2.646 -0.360
H 1.852 2.864 1.084
H -1.359 3.212 -5.457
H 0.418 3.227 -6.136
H 4.928 -0.114 -5.334
H 1.554 -3.330 3.282
H 0.115 0.133 1.199
H 3.490 -6.053 -2.827
H 3.908 -2.693 -5.934
H 1.015 3.555 -1.012
H -3.535 0.401 7.430
H 3.149 1.939 -4.639
H -3.784 -1.772 3.959
H -3.059 5.431 -2.219
H -0.395 1.933 -7.745
H -5.104 -0.045 9.286
H -3.215 -4.505 3.640
H -2.820 2.521 11.876
H -1.952 0.763 4.893
H -3.189 5.275 -5.353
H -2.098 0.707 -1.616
H 2.157 -0.734 2.637
H -4.757 1.018 11.500
H 6.665 -4.089 -0.615
*
```

***

- Which of these has the lowest electronic energy?
  C36H42FN8O7

***

- The lowest frontier orbital gap belongs to which entry?
  C36H42FN8O7

***

- Which value of frontier orbital gap does entry 2 give?
  0.362 Eh